{"formula": "C20H43GaN2OP3", "method": "ωB97M-V with the def2-TZVPD basis set", "charge": 3, "largest_force_ha_per_bohr": 0.0378, "relative_energy_kj_mol": 0.0, "symbols": ["Ga", "P", "P", "P", "H", "C", "C", "H", "C", "C", "C", "C", "C", "C", "C", "C", "C", "H", "H", "H", "H", "H", "H", "H", "H", "H", "H", "H", "H", "H", "H", "H", "H", "H", "H", "H", "H", "H", "H", "H", "H", "H", "H", "H", "H", "H", "C", "C", "C", "C", "C", "C", "O", "H", "H", "H", "H", "H", "H", "C", "N", "C", "C", "N", "H", "H", "H", "H", "H", "H"], "positions_angstrom": [[0.475, 0.809, -0.505], [2.251, 1.381, 0.963], [-1.257, 2.098, -1.359], [1.686, -0.509, -2.145], [-1.864, -1.785, 0.409], [-1.027, -2.359, -0.011], [-0.027, -2.798, 0.772], [-0.055, -2.671, 1.863], [2.054, 2.052, 2.636], [3.070, 2.767, 0.110], [3.507, 0.070, 1.138], [-2.562, 1.200, -2.268], [-1.993, 3.030, 0.049], [-0.238, 3.193, -2.427], [2.433, -2.140, -1.785], [3.075, 0.529, -2.757], [0.621, -0.828, -3.589], [-1.084, -2.596, -1.090], [0.874, -3.277, 0.388], [2.096, 1.213, 3.344], [1.102, 2.586, 2.759], [2.876, 2.758, 2.830], [2.362, 3.583, -0.077], [3.458, 2.397, -0.840], [3.889, 3.146, 0.731], [3.093, -0.855, 1.553], [4.324, 0.394, 1.794], [3.936, -0.158, 0.159], [-3.211, 1.899, -2.826], [-3.189, 0.642, -1.553], [-2.113, 0.491, -2.983], [-2.513, 3.938, -0.314], [-1.184, 3.325, 0.746], [-2.720, 2.383, 0.575], [-0.767, 4.126, -2.670], [0.029, 2.661, -3.355], [0.684, 3.444, -1.874], [2.973, -2.519, -2.671], [1.649, -2.858, -1.505], [3.142, -2.049, -0.950], [3.518, 0.107, -3.673], [3.853, 0.588, -1.982], [2.707, 1.544, -2.971], [1.179, -1.306, -4.410], [0.172, 0.098, -3.977], [-0.201, -1.489, -3.269], [-2.166, -1.116, -5.820], [-3.301, -1.066, -6.648], [-3.677, -2.240, -7.320], [-2.925, -3.416, -7.198], [-1.728, -3.398, -6.471], [-1.290, -2.216, -5.866], [-1.880, -0.159, -4.872], [-2.486, 0.608, -4.908], [-3.870, -0.134, -6.737], [-4.572, -2.230, -7.940], [-3.251, -4.337, -7.683], [-1.126, -4.297, -6.377], [-0.306, -2.155, -5.402], [-1.514, 0.762, 5.189], [-1.008, -0.258, 4.243], [-0.205, -1.348, 4.829], [-0.791, 0.052, 2.980], [-0.505, 0.227, 1.846], [-1.434, 0.347, 6.194], [-2.570, 0.978, 4.985], [-0.908, 1.682, 5.146], [-0.525, -2.333, 4.459], [0.876, -1.199, 4.678], [-0.368, -1.344, 5.903]], "lowdin_charge": [0.4486, 0.7443, 0.7756, 0.7688, 0.0532, -0.0826, -0.0517, 0.0494, -0.2144, -0.2230, -0.2012, -0.1890, -0.2059, -0.2043, -0.1965, -0.2155, -0.2540, 0.0604, 0.0468, 0.0610, 0.0580, 0.0808, 0.0614, 0.0291, 0.0821, 0.0681, 0.0890, 0.0331, 0.0933, 0.0826, 0.0244, 0.0846, 0.0546, 0.0733, 0.0856, 0.0654, 0.0395, 0.0919, 0.0440, 0.0505, 0.0891, 0.0422, 0.0550, 0.0815, 0.0458, 0.0583, -0.3001, -0.0122, -0.0545, -0.0663, -0.0634, -0.0349, -0.0615, 0.1075, 0.1199, 0.1188, 0.1171, 0.1118, 0.0715, -0.0003, -0.1647, -0.0101, -0.2318, 0.1214, 0.0987, 0.1058, 0.0990, 0.1016, 0.0972, 0.0967]}